## A
This record from the OMol25 dataset describes a 2-piece molecular cluster, C4H13NO2 overall. The level of theory is wB97M-V/def2-TZVPD.

Geometry as XYZ:
```
20
Properties=species:S:1:pos:R:3:nbo_charge:R:1
C 0.17382 0.75126 1.15922 -0.246
O 1.95818 -1.44343 -1.85922 -0.752
H 1.90540 -0.45355 0.68882 0.196
H -0.05276 0.97778 0.15515 0.193
C 0.60875 -1.04054 -1.50581 -0.167
H -1.50557 1.53774 2.05257 0.368
H -1.20634 3.47865 -0.59051 0.374
C 0.88486 -0.71530 1.01914 -0.411
H 0.52861 0.03901 -1.60948 0.178
O -1.69627 2.66257 -0.39656 -1.478
H -1.72731 0.12083 1.38748 0.341
N -1.05148 0.60279 1.96038 -0.869
C 0.17244 -1.56022 -0.08952 -0.440
H -0.90334 -1.49197 0.03832 0.202
H 1.86750 -1.75467 -2.74631 0.464
H -0.14557 -1.58659 -2.25586 0.139
H 0.81846 -1.19457 2.03763 0.199
H 1.02135 1.34110 1.63592 0.175
H 0.55932 -2.62958 0.05763 0.199
H -2.21007 2.35869 -1.13897 0.337
```

- spin multiplicity = 2
- net charge = -1
- frontier orbital gap (alpha / beta) (eV) = 2.580 / 9.212
- HOMO (alpha / beta) (hartree) = 0.0327 / -0.2147
- LUMO (alpha / beta) (eV) = 3.5 / 3.4


## B
This record from the OMol25 dataset describes a 3-piece molecular cluster, C4H13NO2 overall. The level of theory is wB97M-V/def2-TZVPD.

Geometry as XYZ:
```
20
Properties=species:S:1:pos:R:3:nbo_charge:R:1
H -0.03133 1.23140 2.77365 0.321
H -0.71023 2.46803 2.86195 0.341
C 2.30714 -1.05318 -1.00389 -0.682
H 1.40185 -0.25001 1.74092 0.300
H -1.63674 0.22199 1.09658 0.255
H -0.09335 -0.58271 2.13825 0.370
H 2.65843 -0.22529 -1.63479 0.214
H 2.63796 -1.81444 -1.73017 0.190
H -2.28828 0.51209 -1.87073 0.481
H -1.03792 1.17998 -0.01402 0.242
H -1.35661 0.73150 -3.06181 0.466
H -2.00851 -0.46245 -0.40749 0.196
H 0.25671 -1.03204 -1.85638 0.179
H 2.70447 -1.25366 -0.01452 0.227
O -2.25201 0.93684 -2.73453 -0.961
C 0.84597 -0.85914 -0.96706 -0.311
C 0.14742 -0.53123 0.12944 0.115
C -1.23785 0.09149 0.07793 -0.790
N 0.61686 -0.84166 1.46455 -0.904
O -0.92400 1.53248 3.01214 -1.250
```

- spin multiplicity = 2
- net charge = -1
- frontier orbital gap (alpha / beta) (eV) = 2.957 / 8.238
- HOMO (alpha / beta) (hartree) = 0.0254 / -0.1759
- LUMO (alpha / beta) (eV) = 3.6 / 3.5


Quick one: least stable of them? B


## A
This record from the OMol25 dataset describes one molecule with the formula C5H11NO. The level of theory is wB97M-V/def2-TZVPD.

Geometry as XYZ:
```
18
Properties=species:S:1:pos:R:3:nbo_charge:R:1
H 1.27463 0.76067 -1.75038 0.208
C -0.73800 -0.88240 -0.88568 -0.173
H 1.11294 -0.00122 1.91082 0.216
H -2.42640 -0.91747 0.36910 0.203
H 1.05424 -1.62204 1.16560 0.214
C 0.20163 -0.03418 -0.03776 0.012
H 2.04397 -0.65328 -1.00013 0.213
H -0.40257 -0.90484 1.85637 0.215
H 2.11668 0.93794 -0.21269 0.230
C 1.49510 0.26727 -0.80376 -0.620
H -2.57894 -1.84147 -1.22018 0.202
O 0.15088 2.42219 0.65062 -0.714
N -0.68482 1.08834 0.14529 -0.340
C 0.51483 -0.68703 1.31273 -0.606
H -0.32542 -1.20448 -1.83260 0.202
C -1.97077 -1.24569 -0.55376 -0.359
H -0.31030 2.63383 1.47320 0.471
H -0.52769 1.88387 -0.58678 0.423
```

- structure (SMILES) = C=CC(C)(C)NO
- frontier orbital gap (eV) = 10.698
- HOMO (hartree) = -0.3597
- LUMO (eV) = 0.9


## B
This record from the OMol25 dataset describes one molecule with the formula C5H11NO. The level of theory is wB97M-V/def2-TZVPD.

Geometry as XYZ:
```
18
Properties=species:S:1:pos:R:3:nbo_charge:R:1
C -2.34835 -0.28155 -0.20172 -0.389
N 0.32240 1.03541 -1.07627 -0.860
H 0.57124 0.52139 -1.92586 0.379
H 0.10483 0.19289 2.19533 0.213
C -1.15540 -0.80196 0.03738 -0.214
H 0.93568 -1.55801 -1.06160 0.188
H -1.12020 -1.83865 0.35220 0.202
H 2.54748 -0.03762 -1.29065 0.455
H 1.29486 1.25702 1.45201 0.234
C 1.07944 -1.01227 -0.12618 -0.069
C 0.16089 0.15334 0.03346 0.059
H 1.20984 -1.62169 0.76481 0.210
H -3.25288 -0.86444 -0.11833 0.196
O 2.51258 -0.34857 -0.37611 -0.775
C 0.27941 0.87317 1.36515 -0.612
H -0.22745 1.88046 -1.00017 0.390
H -2.47352 0.76390 -0.44608 0.184
H -0.44085 1.68719 1.42263 0.208
```

- structure (SMILES) = C=C[C@](C)(N)CO
- frontier orbital gap (eV) = 9.871
- HOMO (hartree) = -0.3318
- LUMO (eV) = 0.8


## C
This record from the OMol25 dataset describes one molecule with the formula C5H11NO. The level of theory is wB97M-V/def2-TZVPD.

Geometry as XYZ:
```
18
Properties=species:S:1:pos:R:3:nbo_charge:R:1
H -1.72218 0.34683 -1.27333 0.168
C 1.68924 0.30586 -1.40218 -0.613
H 0.96694 0.66758 -2.14322 0.212
C 0.98569 -0.50314 -0.35103 -0.084
N 0.24484 0.23092 0.64771 -0.436
H 2.29413 0.03694 1.37852 0.205
C 1.41920 -0.53586 1.06745 -0.255
H -3.10349 -0.22584 -0.41955 0.192
H 1.25121 -1.44842 1.63903 0.196
C -1.06288 -0.36615 0.93420 -0.242
H -1.03716 -1.45305 1.02661 0.165
H 2.44605 -0.29347 -1.91563 0.213
C -2.08445 0.18538 -0.21312 -0.091
H 0.45928 -1.39251 -0.70147 0.190
H 2.17290 1.17593 -0.94721 0.216
H -1.35811 1.78636 0.34700 0.471
H -1.29389 0.02814 1.95551 0.218
O -2.26731 1.45448 0.37070 -0.725
```

- structure (SMILES) = C[C@H]1CN1CCO
- frontier orbital gap (eV) = 10.533
- HOMO (hartree) = -0.3451
- LUMO (eV) = 1.1


## D
This record from the OMol25 dataset describes C5H11NO as an isolated structure. The level of theory is wB97M-V/def2-TZVPD.

Geometry as XYZ:
```
18
Properties=species:S:1:pos:R:3:nbo_charge:R:1
H -1.81417 -0.30764 0.54503 0.401
H -1.23409 -0.44122 -1.91067 0.182
H -1.36848 2.22418 1.68634 0.478
H 0.53898 1.13036 -0.99147 0.222
C 0.21450 -1.93726 -2.26444 -0.430
C -0.28102 -0.88342 -1.62238 -0.189
O -0.75280 2.19201 0.93533 -0.751
H 1.33607 2.23895 0.99658 0.163
H 1.19993 -2.33766 -2.03174 0.187
H 1.69991 -0.19279 -0.76815 0.223
H 0.95471 -0.90873 1.25526 0.193
H 0.57177 1.56549 2.44678 0.145
H -0.28477 -2.37771 -3.12627 0.197
C 0.23175 -0.25919 0.76065 0.004
H -1.14822 -0.99216 2.08095 0.397
N -1.05810 -0.49101 1.20716 -0.858
C 0.50235 1.62849 1.35546 -0.144
C 0.69169 0.14932 -0.55442 -0.419
```

- frontier orbital gap (eV) = 8.403
- HOMO (hartree) = -0.2725
- LUMO (eV) = 1.0


Quick one: least stable of them? D


## A
This record from the OMol25 dataset describes a 2-piece molecular cluster, C4H12O overall. The level of theory is wB97M-V/def2-TZVPD.

Geometry as XYZ:
```
17
Properties=species:S:1:pos:R:3:nbo_charge:R:1
H -1.54342 -0.98197 0.25247 0.212
C 4.11724 1.04546 0.37335 -0.611
H 3.36359 -0.85491 1.02973 0.199
O -3.92323 0.65601 -1.25556 -0.741
H 3.85155 2.06601 0.63098 0.204
H -3.36364 0.37243 0.66130 0.165
H -2.64167 -2.11720 -0.67228 0.205
C 2.97053 0.14286 0.88372 -0.615
H -4.43145 -0.85597 -0.17658 0.152
C -3.51653 -0.21517 -0.26011 -0.048
H -1.93841 -0.78673 -1.56687 0.224
H 5.11307 0.87914 0.90025 0.207
H 2.08717 -0.06476 0.30367 0.211
H 2.62429 0.44138 1.93460 0.196
H -4.68510 0.46409 -1.73312 0.475
C -2.26044 -1.06730 -0.61164 -0.644
H 4.17644 0.87664 -0.69392 0.208
```

- structure (SMILES) = CCO.CC
- frontier orbital gap (eV) = 11.163
- HOMO (hartree) = -0.3748
- LUMO (eV) = 1.0


## B
This record from the OMol25 dataset describes a 2-piece molecular cluster, C4H12O overall. The level of theory is wB97M-V/def2-TZVPD.

Geometry as XYZ:
```
17
Properties=species:S:1:pos:R:3:nbo_charge:R:1
H -0.08769 1.31235 -0.47867 0.463
H 1.53666 0.88595 3.10315 0.208
H 1.13141 -0.17608 -1.85774 0.204
H 0.35274 -1.17485 1.15446 0.193
C 0.16575 -0.62667 -2.26105 -0.622
C 0.85000 -0.92508 2.09416 -0.603
H -2.02495 -0.33319 -2.02674 0.185
O -0.84005 1.19469 -1.13114 -0.753
H 0.33520 -1.48666 2.82839 0.210
H -0.24634 0.85243 2.98362 0.215
H 0.12398 -1.61057 -2.17670 0.192
H -0.24649 -0.14542 -3.20610 0.220
H 2.03397 -1.08908 1.94293 0.206
H -1.04506 -0.56344 -0.41465 0.165
C -1.08176 -0.22533 -1.37969 -0.054
C 0.70206 0.57408 2.46548 -0.625
H 1.04069 1.18906 1.68369 0.197
```

- structure (SMILES) = CCO.CC
- frontier orbital gap (eV) = 10.728
- HOMO (hartree) = -0.3594
- LUMO (eV) = 0.9


## C
This record from the OMol25 dataset describes a 2-piece molecular cluster, C4H12O overall. The level of theory is wB97M-V/def2-TZVPD.

Geometry as XYZ:
```
17
Properties=species:S:1:pos:R:3:nbo_charge:R:1
H -0.81581 0.97642 -1.08628 0.211
H -1.31866 2.63593 -1.01014 0.207
H -0.99269 1.14604 1.72353 0.204
C -0.57254 1.85597 1.00635 -0.620
H 0.43894 -1.34913 -2.04300 0.217
C 1.01937 -1.02190 -1.20115 -0.669
H 0.51270 1.70441 0.99308 0.207
O 1.40595 -2.67620 0.56927 -0.754
H 1.10412 -3.01308 1.43573 0.459
C 0.46735 -1.58927 0.15282 -0.062
H 0.46546 -1.04003 1.06470 0.174
H 1.16983 0.09874 -1.16710 0.224
H -2.33325 1.54540 -0.19472 0.208
H -0.77682 2.83013 1.46395 0.211
C -1.25779 1.71539 -0.34393 -0.628
H -0.38344 -2.08834 0.08329 0.161
H 1.86728 -1.73049 -1.44641 0.250
```

- structure (SMILES) = CCO.CC
- frontier orbital gap (eV) = 11.117
- HOMO (hartree) = -0.3730
- LUMO (eV) = 1.0


## D
This record from the OMol25 dataset describes a 2-piece molecular cluster, C4H12O overall. The level of theory is wB97M-V/def2-TZVPD.

Geometry as XYZ:
```
17
Properties=species:S:1:pos:R:3:nbo_charge:R:1
C -0.81707 1.82454 -2.59140 -0.254
H 0.52038 -2.23307 1.98422 0.203
H -0.89971 -0.80744 2.92022 0.213
H 1.40105 -0.19128 -0.15760 0.206
H -1.69920 2.12908 -2.04116 0.176
H -0.22182 2.72007 -2.84171 0.163
C 1.54475 -0.77133 0.79155 -0.620
H 1.93852 0.03646 1.43790 0.202
H -0.91985 1.32476 -3.55520 0.181
H 2.41041 -1.33679 0.45315 0.218
H -0.03566 -1.92237 0.29754 0.206
C -0.81780 -0.64050 1.83756 -0.622
O 0.04769 0.93278 -1.91763 -0.736
H -0.24199 0.77075 -0.99832 0.471
H -0.72979 0.45752 1.83341 0.202
C 0.28970 -1.49021 1.21579 -0.419
H -1.76962 -0.80298 1.33168 0.210
```

- structure (SMILES) = CCC.CO
- frontier orbital gap (eV) = 11.062
- HOMO (hartree) = -0.3729
- LUMO (eV) = 0.9


Quick one: least stable of them? B


## A
This record from the OMol25 dataset describes C2H4ClNO as an isolated structure. The level of theory is wB97M-V/def2-TZVPD.

Geometry as XYZ:
```
9
Properties=species:S:1:pos:R:3:nbo_charge:R:1
H 1.36490 -0.55186 -2.02866 0.131
C 0.11572 -0.77004 0.20605 -0.294
H -0.52244 -1.54173 0.07302 0.200
Cl 2.58398 0.10949 0.40317 0.111
O -0.09800 0.95235 -1.94992 -0.504
N 1.37073 -1.02128 0.81665 -0.658
C 0.53698 0.00421 -1.59916 0.425
H -0.33196 0.11884 0.65890 0.189
H 1.77525 -1.97401 1.00192 0.400
```

- frontier orbital gap (eV) = 8.819
- HOMO (hartree) = -0.3000
- LUMO (eV) = 0.7


## B
This record from the OMol25 dataset describes a 2-piece molecular cluster, C2H4ClNO overall. The level of theory is wB97M-V/def2-TZVPD.

Geometry as XYZ:
```
9
Properties=species:S:1:pos:R:3:nbo_charge:R:1
O -1.92792 -0.02870 0.43251 -0.827
H 0.48385 1.97746 0.14894 0.305
H -0.35390 -1.95817 0.40901 0.385
C 0.44239 -0.20935 0.02891 0.623
C 0.83425 1.08182 -0.31365 -0.772
Cl -2.10073 -1.57070 0.88318 0.249
H 0.22105 1.21563 -1.25019 0.299
N 0.53923 -1.38363 0.31490 -0.539
H 1.86178 0.87564 -0.65360 0.278
```

- frontier orbital gap (eV) = 8.656
- HOMO (hartree) = -0.3105
- LUMO (eV) = 0.2


Quick one: least stable of them? B


## A
This record from the OMol25 dataset describes one molecule with the formula C5H8O5. The level of theory is wB97M-V/def2-TZVPD.

Geometry as XYZ:
```
18
Properties=species:S:1:pos:R:3:nbo_charge:R:1
H -0.36237 -0.68581 -2.05262 0.240
H -0.74456 2.41592 0.13852 0.238
C -0.19524 1.57346 0.57473 -0.624
O 2.13572 -1.64890 -0.33993 -0.557
O -0.55519 -1.73616 1.33005 -0.497
H 3.15038 -0.57051 1.36791 0.503
H 0.87590 1.78006 0.48418 0.227
C -0.59105 0.25679 -0.09885 0.134
O 2.20052 -0.36935 1.50586 -0.660
O -2.02499 0.18984 0.00802 -0.273
C 0.05280 -0.91078 0.65254 0.494
O -2.45556 -1.07394 -0.58546 -0.447
C 1.56439 -1.03088 0.53380 0.698
H 0.86902 0.53145 -1.70788 0.218
H -0.44648 1.55474 1.64192 0.229
H -2.49732 -1.58298 0.25100 0.480
H -0.78599 1.02126 -2.12787 0.235
C -0.18998 0.28581 -1.57591 -0.637
```

- structure (SMILES) = CC(C)(OO)C(=O)C(=O)O
- frontier orbital gap (eV) = 10.564
- HOMO (hartree) = -0.3738
- LUMO (eV) = 0.4


## B
This record from the OMol25 dataset describes a 2-piece molecular cluster, C5H8O5 overall. The level of theory is wB97M-V/def2-TZVPD.

Geometry as XYZ:
```
18
Properties=species:S:1:pos:R:3:nbo_charge:R:1
C 0.39918 -1.01506 0.23061 -0.030
O -0.84852 0.25643 -1.00066 -0.583
C 1.59392 0.89869 0.62276 -0.104
O 1.64478 -0.52597 0.62692 -0.480
H 0.41969 1.91267 2.85045 0.476
H 0.18762 -1.99858 0.66133 0.226
H -2.18201 -0.90832 -1.73064 0.500
O -0.04189 1.18707 2.42052 -0.709
C 0.10279 -0.91054 -1.27680 0.812
H -0.15218 2.22931 0.61449 0.187
H -1.97392 -1.91602 -3.01996 0.479
H 1.81296 1.29491 -0.38294 0.186
H 2.34917 1.27576 1.32216 0.204
C 0.16124 1.25905 1.02872 0.041
H -1.56707 -0.12293 0.95264 0.211
O 0.71501 -1.08708 -2.28796 -0.500
C -0.63846 0.11269 0.42520 0.049
O -1.98233 -1.94208 -2.05684 -0.965
```

- structure (SMILES) = O=C1O[C@H]2[C@@H]1OC[C@@H]2O.O
- frontier orbital gap (eV) = 10.874
- HOMO (hartree) = -0.3779
- LUMO (eV) = 0.6


Quick one: least stable of them? A